51
Properties=species:S:1:pos:R:3:forces:R:3:lowdin_charge:R:1 method="wB97M-V/def2-TZVPD" e_tot_ev=-106989.9341 multiplicity=1 total_charge=+1
Cd -0.034 -0.515 0.970 0.5 -0.9 0.7 1.17
Br -0.584 -2.593 2.484 0.0 -0.2 0.1 -0.27
C 0.761 2.167 -1.124 -0.2 0.8 0.0 -0.64
O 0.469 1.223 -0.406 0.3 0.8 0.1 -0.06
N 0.511 2.091 -2.451 -0.3 -1.3 -0.4 0.18
N 1.275 3.354 -0.697 0.2 0.2 -0.3 0.17
H 0.513 2.792 -3.167 0.1 0.4 0.3 0.11
H -0.025 1.250 -2.621 0.2 0.1 -0.3 0.06
H 1.707 3.935 -1.395 0.0 0.2 0.2 0.10
H 1.461 3.564 0.264 0.0 -0.4 0.1 0.09
C 0.242 2.173 2.890 -1.6 -0.4 0.4 -0.65
O 0.018 1.100 2.336 0.3 1.1 1.0 -0.11
N -0.477 3.285 2.562 1.0 -0.8 0.1 0.18
N 1.028 2.274 3.962 1.0 0.2 0.5 0.19
H -1.149 3.098 1.843 -0.1 0.8 -0.2 0.11
H -0.164 4.157 2.942 -0.6 0.4 -0.4 0.11
H 1.055 3.101 4.530 0.0 0.0 0.0 0.11
H 1.477 1.448 4.312 0.0 -0.1 -0.1 0.12
C 3.155 -1.219 1.842 -0.4 -1.1 0.6 -0.66
O 2.169 -0.644 1.380 1.2 0.9 -0.1 -0.11
N 4.340 -0.601 2.068 -0.3 0.5 -0.5 0.17
N 3.081 -2.527 2.168 0.1 0.0 0.0 0.18
H 5.076 -0.990 2.625 0.0 0.0 0.0 0.11
H 4.395 0.337 1.715 0.3 0.1 0.2 0.11
H 3.889 -3.051 2.445 -0.1 -0.1 0.1 0.11
H 2.156 -2.935 2.213 0.0 -0.1 0.0 0.02
C 1.427 -2.244 -1.336 -0.6 -0.3 -0.1 -0.64
O 0.619 -1.559 -0.710 0.4 -0.9 -1.7 -0.13
N 1.100 -3.510 -1.704 0.0 -0.7 -0.4 0.18
N 2.627 -1.766 -1.725 0.2 0.1 0.2 0.19
H 1.703 -4.153 -2.190 0.4 0.4 0.0 0.11
H 0.133 -3.757 -1.827 -0.1 0.3 0.5 0.11
H 3.308 -2.362 -2.157 0.1 0.0 0.0 0.11
H 2.923 -0.914 -1.278 0.1 0.0 0.0 0.11
C -4.204 -1.339 0.118 0.1 -0.3 -0.9 -0.05
C -2.796 -0.937 -0.372 -0.9 -0.9 0.6 -0.41
C -2.967 -0.256 -1.717 0.6 0.0 0.7 -0.20
O -1.752 -0.093 -2.422 0.1 0.1 0.4 -0.19
C -2.014 0.584 -3.618 -0.3 -0.5 -1.0 -0.13
N -2.125 -0.103 0.668 -2.3 0.5 -0.7 -0.04
H -4.206 -1.619 1.169 0.0 0.1 0.1 0.08
H -4.505 -2.227 -0.445 -0.1 0.0 0.1 0.09
H -4.953 -0.575 -0.106 0.0 0.1 0.3 0.09
H -2.266 -1.887 -0.468 0.5 0.3 -0.1 0.12
H -3.417 0.722 -1.480 -0.1 0.0 -0.4 0.14
H -3.637 -0.850 -2.345 -0.3 0.1 0.2 0.14
H -1.109 0.667 -4.221 0.2 0.2 0.3 0.09
H -2.479 1.553 -3.433 0.1 0.2 -0.1 0.10
H -2.666 -0.019 -4.263 -0.3 0.1 0.1 0.10
H -2.487 -0.432 1.564 0.3 -0.3 0.0 0.04
H -2.601 0.800 0.605 0.6 0.2 -0.1 0.10

=====

44
Properties=species:S:1:pos:R:3:forces:R:3:lowdin_charge:R:1 method="wB97M-V/def2-TZVPD" multiplicity=1 de_lowest_kcal_mol=98.6 total_charge=+1
O -0.572 -0.007 -1.907 -0.5 0.4 -0.2 0.40
H -1.492 -0.261 -1.802 -1.4 -0.3 -0.4 0.19
H -0.368 0.342 -1.036 1.0 0.6 1.1 0.18
H -0.101 -0.830 -2.059 1.0 -1.1 -0.3 0.18
C 2.900 4.983 -0.473 1.1 1.4 -0.2 -0.23
C 3.596 6.084 0.336 2.2 -0.4 0.9 -0.28
O 3.097 7.385 0.292 -2.3 0.6 -0.6 -0.06
O 3.173 5.278 -1.839 -1.3 0.1 -0.5 -0.07
H 1.842 4.967 -0.212 -0.1 -0.2 -0.2 0.12
H 3.372 4.004 -0.401 -0.1 0.0 1.3 0.11
H 4.606 6.254 -0.038 0.4 -1.1 -0.3 0.12
H 3.731 5.776 1.373 -0.3 -0.4 0.3 0.11
H 3.565 7.987 0.876 0.2 -0.4 0.0 0.09
H 2.301 5.308 -2.239 0.2 0.3 -0.6 0.08
C -5.526 -1.349 1.748 0.2 -0.7 -0.1 -0.29
C -5.730 -0.648 0.457 0.7 0.7 -1.3 -0.23
O -4.690 0.331 0.224 0.3 -0.7 -0.5 -0.09
O -5.304 -0.491 2.812 -0.6 0.9 1.2 -0.04
H -4.658 -2.005 1.696 0.1 -0.2 -0.5 0.12
H -6.391 -2.002 1.869 -0.2 0.1 0.7 0.13
H -6.675 -0.159 0.219 -0.3 -0.1 0.8 0.13
H -5.652 -1.443 -0.284 0.3 0.2 -0.4 0.12
H -4.792 1.054 0.847 -0.3 0.0 0.2 0.08
H -4.366 -0.301 2.893 -0.1 -0.1 -0.1 0.09
C 1.713 -0.532 2.638 0.5 -0.3 -1.0 -0.22
C 3.117 -0.669 2.027 -0.5 -0.9 -0.9 -0.21
O 3.060 -1.052 0.625 -0.6 0.3 0.4 -0.09
O 0.829 0.361 1.913 0.7 0.0 0.8 -0.09
H 1.870 -0.250 3.679 -0.2 0.4 0.0 0.12
H 1.191 -1.489 2.641 0.4 -0.3 0.0 0.11
H 3.570 -1.503 2.563 0.2 0.2 0.3 0.12
H 3.766 0.205 2.081 -0.3 0.2 0.4 0.12
H 3.669 -1.776 0.463 0.1 0.1 0.1 0.08
H 0.307 0.694 2.647 -0.5 0.5 -0.3 0.07
C 0.557 -4.628 -2.968 0.2 -0.9 0.1 -0.24
C -0.063 -4.545 -1.537 -1.4 0.0 -1.7 -0.17
O -1.345 -3.820 -1.497 1.5 0.8 0.3 -0.11
O 0.745 -3.361 -3.598 -0.2 0.1 0.8 -0.08
H 0.106 -5.295 -3.702 -1.3 0.0 0.3 0.12
H 1.495 -5.179 -2.896 0.6 0.4 0.6 0.11
H 0.675 -4.085 -0.880 -0.5 0.4 0.1 0.11
H -0.328 -5.522 -1.133 0.7 -0.3 -0.3 0.12
H -2.021 -4.269 -2.010 0.2 -0.3 -0.1 0.08
H 1.223 -3.541 -4.411 0.1 0.2 -0.1 0.09

=====

46
Properties=species:S:1:pos:R:3:forces:R:3:lowdin_charge:R:1 method="wB97M-V/def2-TZVPD" multiplicity=1 de_lowest_kcal_mol=23.5 smiles=OCCO.OCCO.OCCO.OCCO.O.O
O -2.606 -3.742 0.838 -0.3 0.0 0.0 -0.08
C -3.558 -2.674 0.823 0.7 0.4 0.7 -0.23
C -3.234 -1.773 -0.364 -1.2 -0.3 0.9 -0.24
O -3.983 -0.565 -0.248 0.1 -0.1 -0.3 -0.06
H -2.313 -3.848 1.749 0.3 -0.2 -0.1 0.08
H -4.591 -3.030 0.873 0.0 -0.2 -0.5 0.12
H -3.444 -2.075 1.731 0.1 0.1 0.0 0.13
H -3.512 -2.330 -1.261 0.5 0.2 -0.4 0.13
H -2.183 -1.518 -0.282 0.1 0.1 -0.4 0.10
H -4.914 -0.802 -0.307 0.0 0.2 0.0 0.09
O -0.068 -3.887 -0.792 0.5 0.4 -1.0 -0.06
C 0.752 -4.447 0.189 -0.2 -0.6 1.3 -0.25
C 0.888 -3.575 1.454 0.7 -0.5 -0.6 -0.22
O -0.014 -3.982 2.474 -0.1 0.3 0.1 -0.07
H -0.962 -3.774 -0.453 -0.3 -0.2 0.4 0.05
H 0.366 -5.429 0.504 -0.4 0.1 0.2 0.12
H 1.731 -4.779 -0.164 0.0 0.9 -0.7 0.12
H 0.738 -2.519 1.236 -0.5 0.0 -0.1 0.11
H 1.937 -3.620 1.773 -0.1 -0.2 0.4 0.11
H 0.236 -4.871 2.743 0.0 0.0 0.0 0.09
O 1.939 3.142 -1.764 0.0 0.0 -0.3 -0.07
C 2.036 3.294 -3.178 0.0 -0.7 -0.4 -0.26
C 2.245 4.741 -3.512 -0.1 0.4 -0.3 -0.26
O 3.518 5.229 -3.123 -0.2 -0.2 0.3 -0.06
H 2.176 2.226 -1.587 0.3 0.1 0.4 0.04
H 2.853 2.666 -3.559 0.1 0.3 0.0 0.13
H 1.127 2.911 -3.665 -0.1 0.3 0.0 0.12
H 1.405 5.297 -3.075 0.2 0.2 0.3 0.12
H 2.185 4.945 -4.583 0.0 -0.4 -0.1 0.12
H 3.729 4.822 -2.273 -0.1 0.1 0.0 0.08
O 0.459 2.144 0.809 -0.1 -0.7 0.7 -0.08
C -0.683 2.358 1.655 -0.9 1.1 -1.7 -0.23
C -0.260 2.695 3.065 0.8 0.2 -0.2 -0.25
O -1.193 3.531 3.736 -0.5 -0.4 -0.2 -0.06
H 0.173 1.506 0.147 0.2 0.1 0.3 0.03
H -1.184 3.192 1.139 -0.1 0.4 0.9 0.12
H -1.450 1.584 1.542 0.5 -0.5 0.5 0.12
H 0.669 3.265 2.983 0.2 -0.2 -0.1 0.12
H -0.035 1.771 3.601 -0.1 0.0 0.2 0.12
H -1.157 3.340 4.676 0.0 0.0 0.0 0.08
O 0.257 -0.401 -0.648 0.2 0.0 -0.5 -0.05
H 0.156 0.211 -1.392 -0.2 -0.2 0.0 0.06
H 0.237 -1.282 -1.053 -0.1 0.0 0.1 0.05
O 3.338 0.194 -1.130 -0.1 0.1 -0.2 -0.05
H 3.786 -0.140 -0.347 0.0 0.1 0.0 0.05
H 2.405 0.000 -0.980 -0.1 -0.2 0.2 -0.01

=====

53
Properties=species:S:1:pos:R:3:forces:R:3:lowdin_charge:R:1 method="wB97M-V/def2-TZVPD" multiplicity=1 de_lowest_kcal_mol=0.0 total_charge=-2
O -0.399 -0.298 0.515 -0.2 1.1 0.4 0.11
H -0.703 -1.003 1.158 0.4 -0.2 -0.4 0.07
H -0.004 0.489 0.991 -0.7 -0.3 0.6 0.10
H 0.260 -0.638 -0.187 0.5 -0.8 0.1 0.05
Cl -3.642 0.765 3.793 0.3 0.0 0.0 0.62
O -2.628 0.480 4.780 -0.2 0.0 0.0 -0.37
O -3.338 0.059 2.569 -0.1 0.1 0.0 -0.37
O -4.944 0.377 4.279 -0.1 0.0 0.0 -0.39
O -3.631 2.197 3.518 -0.1 0.0 -0.1 -0.41
Cl 2.931 -0.250 3.149 -0.3 0.7 0.5 0.62
O 2.551 1.085 3.600 0.0 -0.2 0.1 -0.41
O 2.295 -1.252 3.956 0.0 0.0 0.0 -0.36
O 2.510 -0.375 1.772 0.2 -0.2 -0.4 -0.40
O 4.366 -0.378 3.272 0.1 -0.1 -0.3 -0.40
B -0.672 -3.163 0.951 -0.3 -0.6 -0.1 -0.42
H -1.527 -2.582 0.320 -0.2 0.3 -0.3 -0.04
H -0.398 -2.600 1.981 0.1 0.4 0.2 -0.03
H -1.126 -4.254 1.206 -0.2 -0.3 0.2 -0.07
H 0.319 -3.361 0.282 0.4 0.0 -0.2 -0.06
C 0.813 3.305 0.721 0.8 -1.0 0.9 -0.06
C -0.487 3.087 1.501 0.1 1.7 -0.3 -0.44
C -1.739 3.229 0.672 -0.6 -0.5 -0.1 -0.22
O -1.790 2.198 -0.301 0.1 0.6 -0.4 -0.19
C -3.061 2.123 -0.903 0.3 -0.6 0.2 -0.11
N -0.490 1.868 2.292 0.4 0.7 -1.1 0.10
H 0.969 2.613 -0.109 -0.2 0.3 -0.3 0.07
H 1.624 3.060 1.422 0.0 -0.1 -0.1 0.08
H 0.998 4.354 0.488 -0.4 0.0 -0.5 0.07
H -0.495 4.022 2.100 -0.3 -0.4 0.5 0.13
H -1.817 4.223 0.200 0.3 -0.1 -0.1 0.12
H -2.639 3.153 1.302 0.2 -0.1 0.2 0.11
H -3.746 1.642 -0.196 -0.2 0.2 -0.1 0.10
H -2.957 1.482 -1.779 -0.1 0.0 0.0 0.08
H -3.434 3.103 -1.224 0.0 0.1 0.1 0.08
H 0.209 2.007 3.013 -0.2 -0.6 0.4 0.09
H -1.438 1.752 2.640 0.3 -0.3 0.5 0.05
C 2.391 -0.175 -2.922 -0.2 0.2 0.3 -0.05
C 1.097 -0.890 -2.540 1.0 -1.4 -1.0 -0.39
C 0.876 -2.058 -3.512 0.0 0.1 -0.2 -0.21
O 2.003 -2.917 -3.501 0.0 0.2 -0.1 -0.18
C 1.930 -3.917 -4.471 0.3 -0.7 -0.2 -0.14
N 1.225 -1.416 -1.191 -1.1 0.6 0.2 0.06
H 3.224 -0.830 -2.674 0.1 0.0 -0.1 0.08
H 2.495 0.740 -2.338 0.1 0.1 -0.1 0.08
H 2.445 0.047 -3.989 -0.1 0.1 0.0 0.07
H 0.216 -0.266 -2.724 0.0 0.3 0.7 0.14
H 0.709 -1.656 -4.525 0.1 0.0 0.0 0.12
H -0.014 -2.636 -3.230 0.0 0.1 0.1 0.13
H 0.904 -4.254 -4.654 0.0 0.1 0.0 0.08
H 2.509 -4.783 -4.138 -0.1 0.1 0.2 0.08
H 2.388 -3.639 -5.433 -0.2 0.4 0.0 0.08
H 0.704 -2.282 -1.052 0.0 0.0 0.2 0.04
H 2.161 -1.590 -0.851 0.1 0.3 -0.1 0.11